Here is a molecular structure, C56H88N8O12S6 at a distorted geometry from the Open Molecules 2025 dataset. Energies are from ωB97M-V with the def2-TZVPD basis set.

```
170
Properties=species:S:1:pos:R:3:forces:R:3:lowdin_charge:R:1
C 2.185340 14.930790 2.588630 -2.326 1.507 1.507 -0.100
C 4.855320 7.973660 0.794240 1.412 -2.943 -3.542 -0.149
C 0.026430 8.215990 -1.466460 0.855 -2.433 -6.040 -0.217
H 2.418780 15.844720 3.114610 -0.158 -0.248 0.243 0.127
H 2.817230 12.681370 -2.531270 -0.014 -0.090 0.268 0.170
H 0.161130 9.367140 3.766980 1.543 -4.416 3.791 0.033
H 3.787270 12.920170 -0.197520 0.482 -0.345 -0.630 0.153
O -3.308480 7.096560 -0.055010 -6.658 6.817 -1.701 -0.331
H 0.268710 7.409240 6.978400 -0.282 0.428 -0.033 0.092
H -0.777720 5.530920 -1.496240 -0.408 0.183 -1.701 0.042
H 1.768050 10.899240 0.936540 -1.917 -0.123 1.044 0.068
O -1.698170 10.812730 1.559900 -2.592 0.902 -17.241 -0.580
C 5.971060 8.085280 -0.049920 -0.664 -0.568 1.214 -0.084
H 5.889740 13.452270 5.390720 0.207 0.084 -0.183 0.099
C 1.408140 7.786840 -2.094090 -2.043 -1.360 -5.165 -0.199
H -1.168690 5.083990 3.542310 0.172 -0.541 -1.522 0.086
C -1.150740 7.481370 -2.186270 1.365 -0.164 -1.848 -0.128
H 1.942430 11.300400 2.605820 0.191 -2.150 -1.044 0.051
H -4.064180 9.135880 -2.051940 0.277 -0.273 0.223 0.134
H 6.199610 8.007860 -2.257370 -0.268 0.082 -0.068 0.096
H 6.428990 9.227210 4.939600 0.313 0.117 -0.174 0.126
H -1.120060 8.440600 1.798540 3.556 1.513 -0.556 -0.038
H 4.821580 7.886480 1.870180 0.031 -0.880 -1.126 0.098
H -5.776530 9.264300 -0.342860 0.025 -0.318 0.454 0.111
C 0.711080 11.278140 5.631780 5.185 -0.405 2.483 -0.141
N 3.765620 7.759970 -0.045400 4.437 0.173 0.989 0.035
C 3.896360 11.870490 3.312990 3.890 -0.105 0.805 -0.196
H 0.585750 9.832780 7.149030 0.666 0.160 0.447 0.170
C 0.115420 6.850210 6.055310 -0.332 0.072 -1.095 -0.130
H -0.084330 8.045800 -0.395540 1.932 -0.997 -4.220 0.067
H -0.652760 10.695180 4.859160 -1.761 0.090 -2.054 0.075
O 1.495020 6.154050 -4.204060 -0.325 -0.864 1.099 -0.351
H 0.357200 13.182850 4.793620 -1.681 -0.914 1.015 0.112
C 0.098520 10.277820 2.227940 6.348 -1.710 0.135 -0.181
S 1.179680 6.063850 -2.776980 -0.038 1.058 1.148 0.821
O -1.355200 8.773040 -0.241310 -15.575 4.718 -2.437 -0.679
H -2.193360 6.521430 -0.366940 3.228 -2.682 0.358 0.024
H -3.574580 8.421110 2.276180 -3.734 1.905 -1.071 0.104
C 6.114770 9.497040 3.942180 1.728 -1.192 -2.130 -0.091
H 3.234930 15.165630 0.698750 0.230 -0.057 0.241 0.132
C 0.376220 12.653220 -0.965460 -0.603 -0.466 -0.537 -0.147
C 2.454030 9.858290 6.041470 0.020 0.445 0.305 -0.068
C 4.194430 7.889990 -1.358810 -0.668 -1.415 -0.362 -0.115
C 1.257440 12.951330 2.186510 0.935 2.108 -1.063 -0.240
H 4.090640 8.836360 3.923070 0.876 0.678 -0.445 0.081
H -2.634790 12.738690 1.735050 -0.353 0.685 0.805 0.107
H 2.358730 8.214470 4.325940 2.984 0.344 -1.699 0.051
N 2.783780 11.954010 -1.831320 0.100 0.022 -1.362 0.052
H -1.078630 14.563440 3.040900 0.012 -0.090 0.011 0.132
O -2.375380 6.922900 6.983700 -0.243 -0.011 -0.831 -0.337
C 4.293570 5.836810 3.181800 1.575 -2.053 1.240 -0.046
N -1.782490 11.388030 3.171750 -3.078 4.804 9.799 0.011
H 7.987700 9.996800 2.949210 -0.328 0.193 0.087 0.145
S -2.797040 8.519320 -0.018570 -7.606 1.501 0.458 1.036
C -3.801070 9.562080 -1.083840 0.024 0.332 0.405 -0.182
H 0.464780 5.856790 6.336690 -0.205 -0.273 -0.671 0.109
H 6.956610 8.233130 0.366280 0.088 -0.090 -0.434 0.095
C 2.822980 10.623830 4.955960 -2.417 -2.486 1.645 -0.049
C 5.239440 13.142550 4.585980 1.447 -0.471 1.666 -0.084
H 1.335790 12.320270 -0.569900 -2.497 -0.539 -1.021 0.041
S 1.267400 7.918520 1.247180 -3.127 3.538 5.192 1.040
C -1.183840 13.516090 3.282580 -1.971 0.735 -1.373 -0.040
O 1.841400 5.083240 -1.857970 -1.252 1.593 -2.172 -0.334
H 0.549360 12.160610 2.386030 0.885 0.992 -0.179 0.082
C -4.502540 10.196200 1.265330 -1.364 1.214 -1.296 -0.146
C 5.547290 7.976250 -1.397210 0.583 0.548 0.646 -0.060
C 4.913680 11.825130 4.308700 0.508 1.582 -0.546 -0.122
C -0.258510 9.025840 1.477100 6.525 0.958 0.416 -0.091
H 1.702080 8.418470 -2.932390 -0.215 -0.277 -0.426 0.108
H -0.123580 9.285290 -1.615430 1.886 -3.265 -2.008 0.047
H -0.951360 4.081140 1.365950 0.204 -0.221 -0.562 0.130
C -0.678410 6.068960 -2.438980 -0.132 -1.092 -0.456 -0.174
H 3.431560 11.005720 2.862960 0.316 1.592 0.111 0.084
C -1.535210 8.652860 4.935830 -0.321 -1.315 1.887 -0.105
O -2.026040 5.946960 4.630640 -1.286 2.348 3.850 -0.394
H 1.821200 7.767680 5.095800 -3.597 -0.550 2.588 0.029
H 0.409600 9.468680 5.514040 -1.662 -1.638 -1.836 0.019
C -2.029490 12.647150 2.624790 0.277 0.454 2.236 -0.061
H -0.437630 11.202790 2.015640 3.584 -1.419 0.640 0.064
C -0.743490 10.493340 -1.122840 -0.880 5.556 -0.049 -0.221
H 3.493840 10.769810 1.052930 -0.643 0.715 -1.379 0.087
H -0.150130 6.383300 3.119500 -1.032 -0.710 -0.390 0.053
N 1.182530 10.234780 6.440250 0.933 3.353 2.176 0.005
N 3.774660 6.813230 5.064790 -0.195 0.905 0.906 0.051
C 3.203680 12.076190 -0.534430 4.547 -1.705 -2.872 -0.198
H 5.341850 10.979210 4.825890 -0.370 1.075 -0.042 0.082
C -0.268700 4.922850 1.482590 0.228 -0.166 1.292 -0.150
H -2.061420 7.564570 -1.593100 0.666 -0.989 -1.750 0.071
H 0.597090 11.300810 -2.731000 -2.117 0.871 0.812 0.072
H -2.497960 9.821150 1.933840 -3.575 -2.271 -0.861 0.007
H 0.936270 13.912380 4.064060 1.128 0.940 -1.238 0.103
H 4.072790 9.708910 1.406270 3.827 1.625 0.786 0.022
H 0.824730 7.060070 3.901690 0.127 -0.104 1.129 0.086
H -1.909650 9.302460 5.726980 0.024 -0.031 0.323 0.104
C -0.855480 5.676390 2.682620 0.387 -0.020 0.183 -0.187
C -4.993770 10.013740 -0.225680 -0.610 -0.946 0.792 -0.153
N 3.674040 13.128710 3.088740 1.624 0.855 0.139 0.000
C 4.903370 9.775690 2.093340 3.147 1.979 -1.410 -0.258
C -0.574410 12.887900 0.223580 -0.528 -0.397 -0.872 -0.138
H -0.250940 11.757980 5.735060 1.660 -0.094 2.475 0.118
O 1.514720 7.800720 -0.233330 0.468 -2.806 13.554 -0.605
N 1.350650 13.913420 3.142980 2.268 4.537 -3.395 0.039
H 2.992410 9.099010 6.589240 -0.049 0.124 0.060 0.122
H -0.086170 12.930170 1.197200 -0.588 -0.032 -1.344 0.039
H -1.083860 13.849660 0.163700 -0.619 -0.349 -0.202 0.134
H -0.021460 9.924110 -0.537370 0.407 2.925 -0.273 0.092
C 0.773090 7.612230 4.840070 -2.245 -2.756 2.711 -0.218
H 0.743790 4.587920 1.707980 -0.270 -0.523 0.541 0.132
H -1.412330 7.852740 -3.177100 0.191 0.807 -0.141 0.134
H -2.207470 10.549880 2.801630 -0.801 0.939 4.502 0.096
H 1.617000 12.082950 3.787430 0.330 -0.784 1.792 0.065
S -2.207290 6.795720 2.060990 3.100 -8.597 -2.253 0.910
H -4.238530 11.251600 1.332680 0.529 -0.084 -0.041 0.088
H 6.628350 10.387320 0.826540 -0.069 0.130 0.255 0.127
H 1.966690 9.061240 -0.567130 0.763 2.579 -0.759 0.021
C 6.196420 10.124960 1.781010 0.354 0.902 1.115 -0.073
H 2.942130 13.495070 2.496990 3.040 -1.769 1.112 -0.007
H -5.500270 10.916030 -0.568360 0.640 0.215 -0.288 0.118
O -2.157510 8.210140 2.431400 3.308 -8.148 5.980 -0.509
C 2.137930 10.741880 -1.997630 3.317 -0.403 0.750 -0.111
C 2.348540 10.036170 -0.831890 0.073 1.140 -1.083 -0.028
C -3.385210 9.270990 1.620480 -5.436 1.864 -2.544 -0.221
O -3.477250 6.109540 1.993270 -0.231 0.589 2.024 -0.252
H 2.165890 12.788130 0.121980 -0.676 1.713 2.850 0.001
H 2.846200 6.990540 1.960390 2.702 -1.120 1.475 0.057
S -1.695810 6.917120 5.700470 1.457 0.332 -0.066 0.805
C 3.297260 6.739010 2.908900 0.961 1.160 0.761 -0.141
C -0.154710 5.771840 0.247650 -1.124 -1.134 1.371 -0.210
H -1.155870 7.706270 0.178040 0.985 -5.375 1.779 -0.111
H 3.453500 7.750220 -2.132040 1.360 0.168 -0.128 0.094
H -1.249240 5.527660 -3.193470 0.386 0.110 -0.350 0.114
C 3.028000 10.881160 0.084940 2.661 1.019 -2.690 -0.128
H 5.305550 5.314190 5.174330 -0.165 0.029 -0.141 0.104
H -2.298030 8.682240 4.157790 0.815 0.144 0.370 0.086
H -5.291560 10.190520 2.017340 -0.344 -0.819 -0.242 0.127
H -0.948950 12.022330 -2.589130 -0.476 0.182 0.130 0.129
H 3.754310 10.551990 4.413880 -1.955 -1.276 1.716 0.032
H 2.836550 7.561310 0.297340 2.330 -0.487 -1.386 0.028
H -1.498380 9.868070 -1.599580 0.424 1.524 -0.492 0.112
C -0.149550 11.586330 -1.989990 -2.057 1.947 0.923 -0.136
H 0.729140 6.387370 0.080210 -1.097 -2.456 0.149 0.067
H 1.568720 10.577910 -2.900690 2.055 -1.320 0.178 0.115
S -1.703880 11.450600 0.242370 2.324 1.362 -3.667 0.940
C -0.912860 11.514780 4.205720 -3.949 -0.625 -1.983 -0.165
C 4.602520 5.857250 4.560130 -0.470 0.083 -1.941 -0.070
O -2.948150 11.851750 -0.365180 -0.538 1.917 0.566 -0.308
H -0.478150 9.285230 0.441450 2.802 0.991 3.818 -0.016
C 2.409860 9.144830 2.047950 -3.482 0.589 -1.200 -0.113
H 3.812120 7.193960 5.999530 0.162 -0.287 -0.104 0.145
C -0.438270 12.784590 4.181230 -2.079 1.143 2.230 -0.178
H -3.152450 10.437500 -1.115680 -0.804 -0.702 -1.304 0.029
H 0.595590 13.586440 -1.484190 -0.110 0.144 0.121 0.138
H 2.187070 7.702100 -1.336340 0.014 -0.409 -4.616 0.002
C 2.650360 14.564470 1.379410 -1.912 0.295 -2.198 -0.057
H 4.717390 5.180430 2.436180 0.178 -0.056 0.166 0.112
C -0.001900 8.853040 4.714200 -2.004 -1.380 0.091 -0.219
H -0.081130 5.070860 -0.583790 -0.189 -0.236 1.258 0.084
H 3.329330 9.005580 1.479360 -2.984 -1.029 0.762 0.024
N 6.978030 9.994250 2.923510 -1.873 -0.728 0.856 0.085
H -0.060120 9.962410 3.259170 -0.816 4.796 -4.068 0.032
C 1.579810 10.517330 1.939940 0.148 -2.863 1.475 -0.142
O 1.249400 6.699130 2.049020 -1.150 1.654 -1.922 -0.418
C 4.503100 13.944530 3.806200 -1.371 1.126 -0.702 -0.109
H 2.568870 8.824740 3.077690 -0.503 0.750 -1.345 0.070
C 3.033020 7.407620 4.079540 2.604 -2.097 -0.933 -0.289
C 4.883490 9.318290 3.370330 1.215 -1.195 2.747 -0.195
C -1.394110 6.658560 0.361420 4.681 -4.859 1.758 -0.236
C 1.662000 11.391470 4.615820 0.852 0.620 2.351 -0.047
H 4.369490 15.015690 3.772570 0.216 -0.186 0.013 0.100
C 2.095460 13.269370 1.086260 -3.235 2.866 2.755 -0.091
```
Forces are in eV/Å.

Properties
HOMO level (eV): -6.53
Charge: 0
Maximum force (eV Å⁻¹): 17.5
Total energy (eV): -160910.94515
LUMO level (eV): 0.00
ΔE to the lowest compared entry with this formula, charge and spin (kcal/mol): 2039.8
Gap between HOMO and LUMO (eV): 6.53